No. 1
The following is a quantum chemistry calculation of a molecular structure, C32H16AlBr2ClF5N3O3, from OMol25.

Atoms and positions in Å:
1 Al 0.0632 0.0219 0.2025
2 Cl 5.1619 4.8055 0.1666
3 C 3.8833 3.6791 -0.1805
4 C 2.8035 4.0877 -0.9732
5 C 1.7936 3.2101 -1.2782
6 C 1.7963 1.8910 -0.7815
7 O 0.8323 1.0672 -1.1062
8 C 2.8940 1.5007 0.0340
9 C 2.9998 0.1292 0.4351
10 N 1.9738 -0.6440 0.3989
11 C 2.0236 -2.0447 0.4481
12 C 3.0099 -2.8207 0.9885
13 C 2.9192 -4.2274 0.9374
14 C 1.8416 -4.8391 0.3666
15 C 0.7888 -4.0615 -0.1736
16 C -0.3959 -4.6216 -0.6993
17 C -1.4004 -3.8018 -1.1218
18 C -1.2216 -2.4112 -1.0427
19 N -0.1133 -1.8513 -0.6167
20 C 0.8882 -2.6616 -0.1458
21 C 3.9366 2.4030 0.3066
22 H 2.7750 5.1041 -1.3428
23 H 0.9527 3.5160 -1.8867
24 H 3.9862 -0.2631 0.6871
25 H 3.8576 -2.3582 1.4767
26 H 3.7114 -4.8208 1.3733
27 H 1.7645 -5.9184 0.3397
28 H -0.5052 -5.6988 -0.7304
29 H -2.3358 -4.1946 -1.4929
30 H -2.0250 -1.7403 -1.3122
31 H 4.7759 2.0895 0.9153
32 C -1.3314 -0.2705 -3.3531
33 C -2.0593 0.6861 -2.4514
34 C -3.1320 1.4309 -3.0032
35 C -3.7119 2.4335 -2.2910
36 C -3.2032 2.7524 -1.0116
37 C -3.6240 3.8429 -0.2138
38 Br -5.0277 4.9747 -0.8074
39 C -3.0210 4.1160 0.9806
40 C -1.9713 3.3051 1.4383
41 Br -1.1474 3.6831 3.0924
42 C -1.5346 2.2113 0.7206
43 O -0.6074 1.3978 1.1229
44 C -2.1713 1.9282 -0.5231
45 N -1.6476 0.8749 -1.2195
46 H -1.9812 -1.0795 -3.6931
47 H -0.4460 -0.6750 -2.8730
48 H -1.0003 0.2751 -4.2383
49 H -3.4611 1.2024 -4.0086
50 H -4.5244 3.0146 -2.7048
51 H -3.3436 4.9546 1.5808
52 F -3.0954 0.5314 6.1674
53 C -2.4232 0.1564 5.0727
54 C -3.0773 0.0292 3.8598
55 F -4.3860 0.2898 3.7784
56 C -2.3744 -0.3648 2.7396
57 F -3.0194 -0.4607 1.5612
58 C -1.0061 -0.6395 2.7697
59 O -0.3497 -0.9989 1.6874
60 C -0.3782 -0.5009 4.0069
61 F 0.9430 -0.7264 4.0944
62 C -1.0682 -0.1128 5.1405
63 F -0.4267 0.0111 6.3069

Calculated values
* energy relative to the best compared isomer or geometry (same formula, charge and spin): 83.6 kJ/mol
* net charge: 0
* E: -7969.24836 Eh
* gap between HOMO and LUMO: 6.57 eV

No. 2
The following is a quantum chemistry calculation of a molecular structure, C32H16AuF9N4O4P, from OMol25.

Atoms and positions in Å:
1 Au -0.4905 -0.1306 0.1769
2 O 4.1612 0.9041 -0.7132
3 C 2.8479 0.7105 -0.8138
4 O 2.3324 -0.2106 -1.3816
5 C 2.0661 1.8636 -0.2494
6 C 2.6559 3.1064 -0.1123
7 C 1.8672 4.2046 0.2074
8 C 0.5061 4.0234 0.3518
9 C -0.0057 2.7419 0.2449
10 N 0.7571 1.6750 -0.0105
11 C -1.4991 2.5270 0.3764
12 O -2.2533 3.4511 0.4655
13 O -1.8973 1.2618 0.3853
14 H 4.6129 0.1660 -1.1531
15 H 3.7152 3.2052 -0.2945
16 H 2.3094 5.1863 0.3057
17 H -0.1829 4.8318 0.5520
18 N 0.8492 -1.5566 0.5135
19 C 0.9985 -2.7233 0.4980
20 C 1.2040 -4.0555 0.5972
21 C 0.6450 -4.6830 1.7472
22 N 0.1451 -5.0936 2.6999
23 C 1.8527 -4.7713 -0.4464
24 N 2.3818 -5.3287 -1.3022
25 F -1.9994 -7.8370 -2.1206
26 C -0.8907 -7.0849 -2.0319
27 F -0.0441 -7.7126 -1.2068
28 F -0.3320 -7.0319 -3.2426
29 C -1.2278 -5.7095 -1.5023
30 C -0.8864 -4.5685 -2.2178
31 C -1.1922 -3.3270 -1.6962
32 C -1.8264 -3.2299 -0.4546
33 C -2.1771 -4.3754 0.2522
34 C -1.8741 -5.6195 -0.2801
35 P -2.2763 -1.5900 0.1004
36 C -2.9426 -1.5821 1.7546
37 C -4.0679 -0.8112 2.0489
38 C -4.5291 -0.7577 3.3519
39 C -3.8626 -1.4583 4.3482
40 C -2.7296 -2.2070 4.0641
41 C -2.2590 -2.2643 2.7639
42 C -4.4113 -1.4077 5.7559
43 F -3.5237 -1.8464 6.6529
44 F -5.5106 -2.1692 5.8581
45 F -4.7550 -0.1567 6.0914
46 C -3.4661 -0.9896 -1.1036
47 C -4.6959 -1.6481 -1.1060
48 C -5.6488 -1.3223 -2.0565
49 C -5.3602 -0.3557 -3.0071
50 C -4.1295 0.2857 -3.0211
51 C -3.1787 -0.0288 -2.0670
52 C -6.3694 -0.0064 -4.0760
53 F -6.4491 1.3199 -4.2459
54 F -6.0118 -0.5424 -5.2529
55 F -7.5902 -0.4589 -3.7747
56 H -0.3750 -4.6552 -3.1657
57 H -0.9266 -2.4353 -2.2542
58 H -2.6761 -4.3169 1.2093
59 H -2.1304 -6.5165 0.2681
60 H -4.5699 -0.2483 1.2738
61 H -5.3998 -0.1643 3.5961
62 H -2.2129 -2.7402 4.8497
63 H -1.3688 -2.8461 2.5534
64 H -4.9178 -2.4148 -0.3728
65 H -6.6089 -1.8184 -2.0570
66 H -3.9191 1.0364 -3.7708
67 H -2.2247 0.4798 -2.0799

Calculated values
* energy relative to the best compared isomer or geometry (same formula, charge and spin): 14.0 kJ/mol
* net charge: +1
* E: -3124.68734 Eh
* gap between HOMO and LUMO (alpha / beta): 6.34 / 6.34 eV

No. 3
The following is a quantum chemistry calculation of a molecular structure, C32H21F3MnN3O4S2, from OMol25.

Atoms and positions in Å:
1 Mn 0.3275 0.2295 0.0526
2 O 1.9584 0.9347 3.6025
3 C 1.2544 0.9154 2.6002
4 O 1.3952 0.1411 1.5960
5 C 0.0573 1.8173 2.4786
6 C -0.2352 2.7314 3.4850
7 C -1.4126 3.4349 3.4393
8 C -2.3290 3.1505 2.4006
9 C -3.6039 3.7321 2.3578
10 C -4.4979 3.4197 1.3567
11 C -4.1320 2.5135 0.3675
12 C -2.8817 1.9300 0.3750
13 C -1.9484 2.2293 1.3819
14 N -0.7304 1.6173 1.3939
15 H 0.4812 2.8518 4.2841
16 H -1.6718 4.1610 4.1941
17 H -3.8768 4.4317 3.1342
18 H -5.4820 3.8704 1.3485
19 H -4.8375 2.2617 -0.4121
20 H -2.5974 1.2135 -0.3864
21 S -1.8022 1.5352 -3.7890
22 C -1.1737 2.9009 -2.9531
23 C -0.4948 2.5597 -1.8283
24 C -0.4460 1.1545 -1.5661
25 C -1.1179 0.4755 -2.5732
26 C -1.2532 -0.9485 -2.6038
27 C -1.9123 -1.6512 -3.6211
28 C -1.9636 -3.0257 -3.5618
29 C -1.3580 -3.6729 -2.4882
30 C -0.7338 -2.9043 -1.5207
31 N -0.6778 -1.5836 -1.5617
32 H -1.3577 3.8801 -3.3494
33 H -0.0361 3.2989 -1.1894
34 H -2.3635 -1.1004 -4.4314
35 H -2.4664 -3.5917 -4.3319
36 H -1.3672 -4.7458 -2.4054
37 H -0.2572 -3.3765 -0.6726
38 F -3.4656 -4.8068 3.7968
39 C -2.3450 -4.1361 4.1634
40 F -2.6754 -3.5306 5.3313
41 F -1.4425 -5.0779 4.4813
42 C -1.8762 -3.1824 3.1263
43 C -2.7612 -2.2250 2.5998
44 C -2.2947 -1.3418 1.6556
45 N -1.0323 -1.3412 1.1946
46 C -0.1936 -2.2663 1.7031
47 C -0.5535 -3.1851 2.6593
48 H -3.7843 -2.1879 2.9419
49 H -2.9481 -0.5883 1.2372
50 H 0.8201 -2.2431 1.3207
51 H 0.1678 -3.8868 3.0482
52 O 7.1621 -0.3131 -5.5879
53 C 5.9354 0.2756 -5.5867
54 O 5.6269 0.9734 -6.5228
55 C 5.0730 0.0175 -4.4271
56 C 5.3882 -0.8862 -3.4033
57 C 4.5325 -1.0668 -2.3449
58 C 3.3281 -0.3513 -2.2576
59 S 2.3537 -0.5989 -0.8542
60 C 3.0065 0.5447 -3.2828
61 C 3.8614 0.7184 -4.3433
62 H 7.3034 -0.8175 -4.7759
63 H 6.2998 -1.4730 -3.4253
64 H 4.7796 -1.7618 -1.5541
65 H 2.0771 1.0917 -3.2061
66 H 3.6272 1.4053 -5.1414

Calculated values
* energy relative to the best compared isomer or geometry (same formula, charge and spin): 216.7 kJ/mol
* net charge: -1
* E: -3944.34460 Eh
* gap between HOMO and LUMO (alpha / beta): 5.86 / 5.79 eV
* multiplicity: 2
* ⟨S²⟩: 0.77

No. 4
The following is a quantum chemistry calculation of a molecular structure, C32H22BrIrN6O4, from OMol25.

Atoms and positions in Å:
1 Ir -0.2966 0.9272 -0.1153
2 C -1.8633 -0.4835 3.5810
3 C -1.4053 -1.7926 3.7140
4 C -0.6037 -2.3161 2.7300
5 C -0.2620 -1.5469 1.6127
6 N -0.6724 -0.2658 1.5218
7 C -1.4808 0.2385 2.4808
8 N 0.4766 -2.1956 0.6456
9 C 0.6321 -1.8045 -0.5599
10 N 0.1993 -0.6196 -1.1624
11 C 0.7347 -0.5472 -2.4535
12 N 0.7422 0.4374 -3.2599
13 C 0.2215 1.6937 -3.0146
14 C 0.1311 2.5304 -4.1291
15 C -0.3838 3.7994 -4.0048
16 C -0.8030 4.2296 -2.7517
17 C -0.6823 3.3733 -1.6850
18 N -0.1653 2.1331 -1.7997
19 C 1.3881 -1.8339 -2.7356
20 C 1.9847 -2.3075 -3.8887
21 C 2.5413 -3.5788 -3.8333
22 C 2.5057 -4.3363 -2.6604
23 C 1.9074 -3.8492 -1.5067
24 C 1.3502 -2.5863 -1.5746
25 H -2.5133 -0.0298 4.3146
26 H -1.6896 -2.3933 4.5671
27 H -0.2381 -3.3314 2.7592
28 H -1.8244 1.2504 2.3221
29 H 0.4706 2.1319 -5.0731
30 H -0.4639 4.4453 -4.8686
31 H -1.2257 5.2111 -2.5966
32 H -1.0059 3.6575 -0.6963
33 H 2.0098 -1.7113 -4.7903
34 H 3.0138 -3.9929 -4.7138
35 H 2.9504 -5.3223 -2.6564
36 H 1.8654 -4.4288 -0.5948
37 C 3.7271 1.0180 1.4028
38 C 2.2709 1.3496 1.3145
39 O 1.7052 0.9712 0.2567
40 C 1.6079 2.0864 2.3549
41 C 2.2787 2.3247 3.5787
42 C 1.7383 3.1277 4.5438
43 C 0.5093 3.7589 4.2969
44 C -0.1638 3.5645 3.1167
45 C 0.3536 2.7064 2.1316
46 O -0.3492 2.5649 1.0251
47 H 4.0320 0.4984 0.4993
48 H 3.9113 0.3744 2.2645
49 H 4.3197 1.9232 1.5324
50 H 3.2361 1.8555 3.7569
51 H 2.2564 3.2865 5.4784
52 H 0.0825 4.4108 5.0483
53 H -1.1088 4.0516 2.9162
54 Br -1.8460 -3.9707 -3.2304
55 C -2.4408 -3.1145 -1.6599
56 C -2.7669 -3.8689 -0.5415
57 N -3.2402 -3.3222 0.5737
58 C -3.4000 -2.0042 0.6042
59 C -3.0427 -1.1671 -0.4459
60 C -2.5640 -1.7379 -1.6163
61 C -3.2645 0.3087 -0.3053
62 O -4.3565 0.7583 -0.0914
63 O -2.2066 1.1256 -0.3945
64 H -2.6589 -4.9468 -0.5565
65 H -3.8294 -1.5844 1.5070
66 H -2.3361 -1.1336 -2.4847

Calculated values
* energy relative to the best compared isomer or geometry (same formula, charge and spin): 0.0 kJ/mol
* net charge: +1
* E: -4540.38111 Eh
* gap between HOMO and LUMO (alpha / beta): 7.72 / 5.98 eV
* multiplicity: 2
* ⟨S²⟩: 0.76

No. 5
The following is a quantum chemistry calculation of a molecular structure, C32H22Cl3N2O10PRuS, from OMol25.

Atoms and positions in Å:
1 Ru 0.3527 1.3613 0.4711
2 O -2.2455 3.8148 2.9526
3 S -1.3869 2.7609 2.4852
4 O -0.0506 3.2046 2.0829
5 O -1.9766 1.9241 1.4170
6 C -1.1915 1.5860 3.8390
7 C -1.3017 1.9852 5.1558
8 C -1.1891 1.0477 6.1713
9 C -0.9690 -0.2847 5.8585
10 C -0.8853 -0.6840 4.5377
11 C -1.0065 0.2477 3.5093
12 P -1.0080 -0.2705 1.7605
13 C -0.2732 -1.9509 1.8532
14 C -0.9716 -3.0755 2.2948
15 C -0.3276 -4.2961 2.3888
16 C 1.0105 -4.4050 2.0424
17 C 1.6986 -3.2992 1.5730
18 C 1.0579 -2.0771 1.4747
19 C -2.7577 -0.6461 1.4559
20 C -3.8043 0.0296 2.0833
21 C -5.1053 -0.1873 1.6708
22 C -5.3820 -1.0982 0.6623
23 C -4.3495 -1.8169 0.0805
24 C -3.0436 -1.5835 0.4657
25 H -1.5068 3.0222 5.3693
26 H -1.2982 1.3488 7.2012
27 H -0.8913 -1.0245 6.6419
28 H -0.7394 -1.7267 4.3014
29 H -2.0183 -2.9975 2.5569
30 H -0.8755 -5.1652 2.7260
31 H 1.5073 -5.3596 2.1199
32 H 2.7292 -3.3804 1.2628
33 H 1.5712 -1.2157 1.0689
34 H -3.5978 0.7436 2.8675
35 H -5.9080 0.3774 2.1221
36 H -6.3969 -1.2363 0.3197
37 H -4.5529 -2.5434 -0.6930
38 H -2.2268 -2.1133 -0.0030
39 Cl -3.5187 1.6459 -5.8404
40 C -2.7129 1.1583 -4.4043
41 C -2.2637 2.1206 -3.5110
42 C -1.6471 1.7157 -2.3463
43 Cl -1.0364 2.8598 -1.2166
44 C -1.4409 0.3410 -2.0163
45 O -0.8502 -0.0362 -0.9619
46 C -1.9179 -0.5900 -2.9893
47 Cl -1.6717 -2.2541 -2.6860
48 C -2.5285 -0.1953 -4.1567
49 H -2.3792 3.1680 -3.7359
50 H -2.8434 -0.9327 -4.8766
51 C 2.0536 1.2727 1.8035
52 H 2.8590 0.6905 1.3650
53 H 1.7883 0.8799 2.7827
54 H 2.3491 2.3191 1.8768
55 O 1.8785 2.0897 -1.0694
56 C 2.2995 0.9660 -1.4548
57 O 1.9387 -0.0862 -0.8929
58 C 3.2678 0.9096 -2.5902
59 C 3.9599 2.0466 -2.9822
60 C 4.8936 1.9459 -4.0266
61 C 5.1022 0.7403 -4.6825
62 C 4.3762 -0.3767 -4.2960
63 C 3.4615 -0.3045 -3.2338
64 N 4.5668 -1.6013 -4.9855
65 O 5.4408 -1.6541 -5.8518
66 O 3.8478 -2.5550 -4.6878
67 N 5.6321 3.0924 -4.4180
68 O 5.4136 4.1581 -3.8414
69 O 6.4612 2.9659 -5.3198
70 H 3.7954 2.9897 -2.4879
71 H 5.8160 0.6783 -5.4922
72 H 2.9192 -1.1826 -2.9248

Calculated values
* net charge: -1
* E: -4309.45922 Eh
* gap between HOMO and LUMO (alpha / beta): 5.68 / 5.66 eV
* multiplicity: 2
* ⟨S²⟩: 1.03

No. 6
The following is a quantum chemistry calculation of a molecular structure, C32H22F5N7O5RhS, from OMol25.

Atoms and positions in Å:
1 Rh 0.9339 -1.0381 1.9467
2 C -4.4384 -1.1841 -3.2472
3 C -3.3618 -0.1434 -3.4941
4 C -2.8825 -0.1588 -4.9365
5 C -1.9027 0.9761 -5.1764
6 C -0.7870 0.9262 -4.1704
7 C 0.4380 1.4849 -4.4582
8 C 1.4811 1.3937 -3.5412
9 F 2.6609 1.9464 -3.8705
10 C 1.3485 0.7663 -2.3373
11 C 0.1074 0.1934 -2.0214
12 C -0.0487 -0.4842 -0.7432
13 O 0.9713 -0.4941 0.0192
14 C -1.2988 -1.0752 -0.4857
15 C -2.2928 -0.9586 -1.4396
16 N -2.1781 -0.3177 -2.5944
17 C -0.9576 0.2736 -2.9310
18 C -1.7020 -1.8730 0.7336
19 O -2.7289 -2.5108 0.7114
20 O -0.9317 -1.8266 1.7963
21 H -5.2091 -1.0526 -4.0048
22 H -4.9235 -1.0799 -2.2784
23 H -4.0423 -2.1963 -3.3424
24 H -3.7606 0.8515 -3.2715
25 H -3.7474 -0.0587 -5.5907
26 H -2.4178 -1.1253 -5.1515
27 H -2.4224 1.9358 -5.0994
28 H -1.4834 0.9275 -6.1809
29 H 0.6083 1.9871 -5.4024
30 H 2.1777 0.6836 -1.6483
31 H -3.2373 -1.4297 -1.2157
32 O 3.9214 -0.0400 1.3555
33 S 3.8550 -1.4923 1.3319
34 N 2.5158 -2.1160 1.6129
35 F -1.4015 4.9913 -0.4996
36 C -0.1498 4.6048 -0.7030
37 C 0.4578 4.9099 -1.9047
38 F -0.2216 5.6140 -2.8003
39 C 1.7609 4.5010 -2.1842
40 C 2.4418 3.7829 -1.2007
41 C 1.8271 3.4530 -0.0093
42 F 2.4990 2.7392 0.8832
43 C 0.5168 3.8529 0.2685
44 C -0.1469 3.4536 1.5023
45 C 0.0819 2.1529 1.9974
46 N 0.2932 1.0594 2.2796
47 C -1.0856 4.2548 2.1701
48 N -1.8614 4.9089 2.7213
49 F 3.6711 3.3464 -1.4227
50 C 2.3637 4.7638 -3.4932
51 C 1.6258 4.4815 -4.6583
52 N 1.0165 4.2511 -5.6110
53 C 3.6971 5.1797 -3.6141
54 N 4.7926 5.5384 -3.6842
55 O 1.1408 -1.3760 3.9329
56 C 0.6549 -2.3042 4.6427
57 C 1.2364 -2.5378 6.0057
58 C 1.9528 -3.9097 6.1347
59 C 1.6540 -4.9130 5.0194
60 C 0.2000 -5.3801 4.9502
61 C -0.8009 -4.2228 5.0013
62 N -0.3392 -3.0672 4.2379
63 H 0.4216 -2.4623 6.7282
64 H 1.9237 -1.7200 6.2060
65 H 1.6976 -4.3459 7.1018
66 H 3.0277 -3.7316 6.1501
67 H 2.2965 -5.7840 5.1532
68 H 1.9439 -4.4781 4.0578
69 H -0.0214 -6.0511 5.7828
70 H 0.0547 -5.9546 4.0337
71 H -0.9747 -3.9109 6.0316
72 H -1.7652 -4.5164 4.5926
73 H -0.7461 -2.8639 3.3259

Calculated values
* energy relative to the best compared isomer or geometry (same formula, charge and spin): 0.0 kJ/mol
* net charge: +1
* E: -2999.85772 Eh
* gap between HOMO and LUMO (alpha / beta): 8.51 / 5.38 eV
* multiplicity: 5
* ⟨S²⟩: 6.05

No. 7
The following is a quantum chemistry calculation of a molecular structure, C32H23Cl2N4O3Re, from OMol25.

Atoms and positions in Å:
1 Re 0.1312 0.6281 0.1033
2 C -0.3046 4.1812 2.4362
3 O -0.3298 3.0316 3.3597
4 C 0.0878 2.0010 2.6926
5 N 0.4810 2.1898 1.4652
6 C -0.0062 3.5326 1.0672
7 C -1.1492 3.1962 0.1194
8 C -1.9309 2.0329 0.3846
9 C -2.8742 1.6062 -0.5629
10 C -3.0170 2.2827 -1.7629
11 C -2.2603 3.4219 -1.9985
12 C -1.3205 3.8720 -1.0690
13 C -0.1498 0.6231 3.1274
14 C -0.4107 0.1458 4.4032
15 C -0.7504 -1.1929 4.5477
16 C -0.8432 -2.0084 3.4212
17 C -0.5759 -1.4508 2.1857
18 N -0.2242 -0.1611 2.0398
19 C -0.5899 -2.0993 0.8733
20 N -0.3373 -1.3677 -0.1780
21 C -0.0508 -2.3131 -1.3004
22 C -0.7029 -3.5970 -0.7607
23 O -0.7503 -3.3703 0.7022
24 C -0.5347 -1.8934 -2.6589
25 C -1.6708 -1.1155 -2.8319
26 C -2.1088 -0.8054 -4.1119
27 C -1.4191 -1.2774 -5.2196
28 C -0.2826 -2.0572 -5.0484
29 C 0.1635 -2.3593 -3.7705
30 H 0.4918 4.8437 2.7643
31 H -1.2703 4.6724 2.5143
32 H 0.7674 4.0857 0.5379
33 H -2.0514 1.6760 1.4042
34 H -3.5254 0.7738 -0.3253
35 H -3.7455 1.9548 -2.4917
36 H -2.3947 3.9723 -2.9210
37 H -0.7187 4.7441 -1.2941
38 H -0.3541 0.8117 5.2544
39 H -0.9559 -1.5985 5.5292
40 H -1.1213 -3.0515 3.4983
41 H 1.0390 -2.4193 -1.3272
42 H -0.1281 -4.5016 -0.9269
43 H -1.7304 -3.7206 -1.0982
44 H -2.2295 -0.7640 -1.9732
45 H -3.0015 -0.2094 -4.2494
46 H -1.7721 -1.0475 -6.2158
47 H 0.2506 -2.4379 -5.9091
48 H 1.0503 -2.9713 -3.6417
49 Cl 0.6180 1.9287 -4.6571
50 C 1.8021 1.2311 -3.6710
51 C 3.0658 0.9164 -4.1895
52 C 4.0372 0.3489 -3.3965
53 Cl 5.5588 -0.0032 -4.0546
54 C 3.7836 0.0497 -2.0107
55 C 4.6979 -0.5171 -1.1154
56 C 4.3114 -0.7450 0.1946
57 C 3.0274 -0.4187 0.6021
58 N 2.1287 0.1237 -0.2310
59 C 2.5113 0.3631 -1.5210
60 C 1.5218 0.9624 -2.3280
61 O 0.3763 1.2244 -1.7354
62 H 3.2782 1.1307 -5.2282
63 H 5.6977 -0.7695 -1.4448
64 H 4.9995 -1.1748 0.9087
65 H 2.7019 -0.5911 1.6198

Calculated values
* net charge: +3
* E: -2675.74121 Eh
* gap between HOMO and LUMO (alpha / beta): 5.50 / 6.30 eV
* multiplicity: 2
* ⟨S²⟩: 1.23